1.
{
  "formula": "C5H7NO",
  "method": "ωB97M-V with the def2-TZVPD basis set",
  "elements": ["N", "C", "C", "C", "O", "C", "C", "H", "H", "H", "H", "H", "H", "H"],
  "coordinates": [[3.1938, 1.0856, 0.2247], [2.2801, 0.4424, -0.0659], [1.1152, -0.3947, -0.4361], [-0.2226, 0.2469, 0.0004], [-0.1734, 1.6393, 0.1277], [-1.5054, -0.2418, -0.5822], [-1.1811, -0.5453, 0.8621], [1.2457, -1.4045, -0.0292], [1.1367, -0.5777, -1.5149], [0.5104, 1.8677, 0.7726], [-2.2257, 0.5415, -0.8071], [-1.4989, -1.0658, -1.2905], [-0.9387, -1.5825, 1.1114], [-1.7360, -0.0112, 1.6269]],
  "e_homo_ev": -10.2,
  "max_force_ev_per_a": 0.9,
  "gap_ev": 11.0,
  "multiplicity": 1,
  "e_above_lowest_kj_mol": 148.5,
  "smiles": "N#CCC1(O)CC1",
  "energy_ev": -8834.66323
}

2.
{
  "formula": "C33H46BI2NO13PS",
  "method": "ωB97M-V with the def2-TZVPD basis set",
  "elements": ["C", "C", "C", "C", "C", "O", "O", "C", "C", "O", "I", "C", "C", "C", "C", "C", "C", "C", "C", "P", "S", "N", "I", "C", "B", "O", "O", "C", "H", "H", "H", "H", "H", "H", "H", "H", "H", "H", "H", "H", "H", "H", "O", "C", "O", "C", "C", "C", "H", "H", "H", "H", "H", "H", "H", "H", "O", "C", "O", "C", "C", "C", "H", "H", "H", "H", "H", "H", "H", "H", "O", "C", "O", "C", "C", "C", "H", "H", "H", "H", "H", "H", "H", "H", "O", "C", "O", "C", "C", "C", "H", "H", "H", "H", "H", "H", "H", "H"],
  "coordinates": [[-7.3162, -1.6201, 0.7996], [-6.1502, -1.8385, 1.1148], [-4.6251, -1.5992, 1.2152], [-3.7374, -2.6023, 0.5438], [-4.2323, -3.8615, -0.2740], [-4.2537, -3.7772, -1.4854], [-4.5805, -5.0436, 0.4100], [-5.6707, -5.7171, -0.2575], [-7.0377, -4.8762, -0.1951], [-7.5043, -4.6742, 0.9000], [-7.9877, -4.1794, -2.0089], [-2.2490, -2.3922, 0.6190], [-1.3142, -3.4337, -0.0589], [-1.0260, -4.7142, 0.6854], [-0.0963, -5.7497, 0.1148], [0.5585, -5.5380, -1.2365], [0.2265, -4.2500, -1.9478], [-0.6722, -3.1895, -1.3925], [-1.7505, -1.1917, 1.3602], [0.1378, -0.9632, 1.4367], [0.7782, 0.3960, 0.2109], [-2.6281, -0.2494, 1.9874], [-1.7357, 1.3670, 2.9048], [-4.0257, -0.4058, 1.9426], [-5.0881, 0.6598, 2.6047], [-4.8987, 1.1577, 3.9335], [-6.2477, 1.0901, 1.9316], [-5.9626, 1.7271, 0.6649], [-8.4057, -1.5458, 0.5545], [-5.4085, -6.0269, -1.3203], [-5.8945, -6.6897, 0.2906], [-1.4639, -4.9454, 1.7062], [0.0976, -6.6925, 0.7102], [1.2738, -6.2773, -1.7172], [0.6943, -4.0582, -2.9607], [-0.8876, -2.2104, -1.9238], [0.6796, -2.2524, 1.1558], [0.5050, -0.6113, 2.7859], [-4.4815, 2.0522, 3.8549], [-5.9562, 2.8583, 0.7054], [-6.8056, 1.4256, -0.0442], [-5.0033, 1.3922, 0.1662], [2.7561, 2.9174, -3.4775], [2.8899, 3.5568, -2.4643], [2.1268, 3.2779, -1.3875], [2.3159, 3.8541, -0.0896], [1.6414, 5.2066, 0.0114], [3.8423, 4.7197, -2.4030], [3.3765, 3.8924, 0.1723], [1.8488, 3.1671, 0.6207], [2.0631, 5.9232, -0.6949], [1.7427, 5.6146, 1.0190], [0.5783, 5.1191, -0.2259], [3.3631, 5.5938, -2.8456], [4.7346, 4.4678, -2.9767], [4.1836, 4.9624, -1.3988], [-3.5527, 3.1163, 5.3831], [-3.2529, 2.6778, 6.4710], [-2.5792, 1.5198, 6.5622], [-2.0292, 0.9971, 7.7813], [-3.0732, 0.2388, 8.5733], [-3.6939, 3.3714, 7.7291], [-1.5502, 1.7873, 8.3647], [-1.2338, 0.3088, 7.4859], [-3.8998, 0.8837, 8.8752], [-2.6330, -0.2007, 9.4699], [-3.5036, -0.5609, 7.9665], [-4.7270, 3.0937, 7.9429], [-3.6353, 4.4487, 7.5691], [-3.0725, 3.1560, 8.5956], [4.8321, 8.6309, -1.7068], [5.7805, 8.5051, -2.4411], [6.1793, 7.2741, -2.8164], [7.1777, 7.0124, -3.8113], [8.5711, 7.0811, -3.2220], [6.5790, 9.7013, -2.8842], [7.0529, 7.6718, -4.6740], [6.9909, 5.9976, -4.1708], [8.7969, 8.0745, -2.8315], [9.3209, 6.8267, -3.9733], [8.6641, 6.3853, -2.3851], [7.2768, 9.9748, -2.0917], [5.8917, 10.5291, -3.0618], [7.1249, 9.5514, -3.8136], [3.5826, -6.5908, -2.2610], [3.5837, -6.8306, -3.4445], [2.6564, -6.2679, -4.2430], [2.6667, -6.3470, -5.6757], [2.0337, -7.6351, -6.1590], [4.5583, -7.8141, -4.0323], [3.6761, -6.2013, -6.0681], [2.0740, -5.5012, -6.0316], [2.5827, -8.5114, -5.8110], [1.9966, -7.6613, -7.2494], [1.0163, -7.7269, -5.7718], [4.1850, -8.8254, -3.8658], [5.5169, -7.6953, -3.5262], [4.7515, -7.6679, -5.0930]],
  "e_homo_ev": -11.2,
  "max_force_ev_per_a": 3.7,
  "gap_ev": 6.8,
  "multiplicity": 1,
  "total_charge": 1,
  "energy_ev": -100064.40170
}

3.
{
  "formula": "C8H13F2I",
  "method": "ωB97M-V with the def2-TZVPD basis set",
  "elements": ["C", "C", "C", "C", "C", "C", "C", "C", "F", "F", "I", "H", "H", "H", "H", "H", "H", "H", "H", "H", "H", "H", "H", "H"],
  "coordinates": [[-0.5448, 1.4374, -1.6397], [-1.1057, -0.0384, -2.0357], [-0.8548, 0.3873, -0.6925], [0.0952, 0.9658, 1.6563], [1.3594, -0.3794, -0.1850], [-0.5569, -1.3716, 0.9882], [-0.0083, -0.0966, 0.5155], [-3.0334, 0.8078, 0.1340], [-3.4061, 1.9378, -0.4064], [-2.9755, 1.0362, 1.4942], [-4.1528, -0.8982, -0.2498], [0.4778, 1.4857, -1.8786], [-1.0588, 2.3587, -1.8657], [-2.1215, 0.0932, -2.4441], [-0.3669, -0.6142, -2.6786], [0.8976, 0.5554, 2.3594], [-0.8368, 1.0219, 2.3216], [0.3048, 1.9598, 1.2041], [1.2647, -1.3728, -0.5940], [1.4928, 0.3724, -0.9800], [2.1320, -0.4250, 0.6602], [0.1586, -1.8698, 1.6040], [-0.6018, -2.1445, 0.1512], [-1.6210, -1.4111, 1.4945]],
  "e_homo_ev": [-8.3, -8.3],
  "max_force_ev_per_a": 5.1,
  "gap_ev": [8.4, 8.4],
  "multiplicity": 1,
  "e_above_lowest_kj_mol": 0.0,
  "energy_ev": -22037.89276
}

4.
{
  "formula": "C28H34N3O2P2SW",
  "method": "ωB97M-V with the def2-TZVPD basis set",
  "elements": ["W", "C", "O", "C", "C", "C", "C", "C", "C", "N", "N", "C", "C", "O", "C", "C", "C", "C", "C", "C", "C", "C", "H", "H", "H", "H", "H", "H", "H", "H", "H", "H", "H", "H", "H", "C", "P", "C", "C", "C", "P", "C", "C", "H", "H", "H", "H", "H", "H", "H", "H", "H", "H", "H", "H", "H", "H", "H", "H", "S", "C", "N", "C", "C", "C", "C", "H", "H", "H", "H", "H"],
  "coordinates": [[0.0576, 0.1780, -0.9578], [3.0761, 1.4740, -0.2898], [1.9425, 0.7014, 0.2085], [2.1624, -0.1240, 1.3152], [3.3623, -0.1904, 1.9816], [3.4740, -1.0749, 3.0559], [2.4061, -1.8711, 3.4421], [1.1994, -1.7835, 2.7562], [1.0832, -0.9083, 1.6999], [-0.1353, -0.8127, 0.9176], [-0.6526, 0.4375, 0.8374], [-0.7682, 1.5908, 1.4485], [-0.6468, 2.6264, 0.4239], [-0.3396, 2.1913, -0.7636], [-0.8177, 3.9646, 0.7583], [-1.1423, 4.2521, 2.0620], [-1.3195, 3.2495, 3.0934], [-1.7176, 3.6099, 4.3749], [-1.9308, 2.6334, 5.3498], [-1.7335, 1.2946, 5.0497], [-1.3274, 0.9158, 3.7733], [-1.1284, 1.8859, 2.7993], [3.8530, 0.8012, -0.6360], [3.4416, 2.1200, 0.4993], [2.6992, 2.0748, -1.1048], [4.2128, 0.4162, 1.6901], [4.4172, -1.1356, 3.5884], [2.5088, -2.5577, 4.2737], [0.3422, -2.3831, 3.0506], [-0.6991, 4.7380, 0.0091], [-1.2820, 5.2933, 2.3448], [-1.8632, 4.6603, 4.6118], [-2.2553, 2.9228, 6.3423], [-1.8914, 0.5414, 5.8124], [-1.1723, -0.1319, 3.5408], [0.7013, -0.2155, -4.6465], [0.4153, 1.0052, -3.3449], [1.5466, 2.3680, -3.7036], [-1.2465, 1.6692, -3.7273], [-2.3029, 0.5691, -3.5571], [-2.2165, -0.2176, -1.9028], [-2.8473, -1.8910, -2.1300], [-3.4575, 0.6371, -0.9027], [0.5253, 0.2569, -5.6127], [0.0493, -1.0757, -4.5305], [1.7310, -0.5697, -4.6074], [1.3658, 2.7017, -4.7246], [2.5839, 2.0447, -3.6221], [1.3691, 3.1978, -3.0207], [-1.2410, 2.0576, -4.7434], [-1.4356, 2.5039, -3.0573], [-2.1638, -0.2164, -4.3008], [-3.3095, 0.9610, -3.6947], [-3.8566, -1.8236, -2.5378], [-2.8888, -2.4240, -1.1788], [-2.2130, -2.4420, -2.8239], [-4.4383, 0.5028, -1.3583], [-3.2323, 1.7023, -0.8536], [-3.4780, 0.2284, 0.1075], [1.3193, -1.7732, -1.7778], [1.1853, -3.2659, -0.8705], [0.3222, -3.4234, 0.1522], [0.1578, -4.5854, 0.8257], [0.8862, -5.6832, 0.4745], [1.7937, -5.5625, -0.5775], [1.9483, -4.3583, -1.2433], [-0.2061, -2.6112, 0.4401], [-0.5678, -4.5803, 1.6276], [0.7546, -6.6144, 1.0083], [2.3814, -6.4211, -0.8832], [2.6497, -4.2515, -2.0607]],
  "e_homo_ev": [-16.0, -16.9],
  "max_force_ev_per_a": 1.1,
  "gap_ev": [5.9, 6.0],
  "s2": 2.073,
  "multiplicity": 3,
  "e_above_lowest_kj_mol": 33.0,
  "total_charge": 3,
  "energy_ev": -69368.15420
}

5.
{
  "formula": "C5H10NO2",
  "method": "ωB97M-V with the def2-TZVPD basis set",
  "elements": ["C", "N", "C", "O", "C", "C", "C", "O", "H", "H", "H", "H", "H", "H", "H", "H", "H", "H"],
  "coordinates": [[-0.6348, 1.9916, 1.7973], [-1.0682, 1.8533, 0.3692], [-0.5395, 0.8935, -0.5402], [-1.0319, 0.9041, -1.6502], [0.5293, -0.0448, -0.0944], [0.0819, -1.4863, -0.2247], [1.0026, -2.2606, -1.3492], [2.1865, -1.6849, -1.4728], [-1.4881, 1.9542, 2.4773], [-0.1135, 2.9559, 1.8122], [-0.0803, 1.1167, 2.0551], [-1.6858, 2.5406, -0.0212], [0.8764, 0.1573, 0.9197], [1.5084, 0.1253, -0.6525], [-0.0632, -2.0508, 0.7373], [-0.8804, -1.5282, -0.7561], [0.9983, -3.3591, -1.0640], [0.4022, -2.0777, -2.3427]],
  "e_homo_ev": -2.3,
  "max_force_ev_per_a": 2.5,
  "gap_ev": 5.7,
  "multiplicity": 1,
  "e_above_lowest_kj_mol": 281.6,
  "smiles": "CNC(=O)CCC[O-]",
  "total_charge": -1,
  "energy_ev": -10931.34557
}

6.
{
  "formula": "C11H7BrClIrNO6S",
  "method": "ωB97M-V with the def2-TZVPD basis set",
  "elements": ["Ir", "Br", "C", "C", "C", "C", "C", "C", "C", "O", "O", "H", "H", "H", "H", "O", "C", "O", "H", "S", "C", "N", "Cl", "C", "C", "O", "O", "H", "H"],
  "coordinates": [[1.1767, 0.8244, -0.4486], [-1.4064, -4.9377, 2.5064], [-1.5023, -3.5169, 1.2446], [-2.0964, -3.7460, 0.0164], [-2.1344, -2.7088, -0.8963], [-1.5779, -1.4764, -0.5799], [-1.0390, -1.2481, 0.6763], [-0.9982, -2.2794, 1.5980], [-1.5675, -0.4071, -1.6760], [-2.4824, -0.4196, -2.4820], [-0.5728, 0.3724, -1.6707], [-2.5158, -4.7126, -0.2267], [-2.5954, -2.8410, -1.8641], [-0.6642, -0.2663, 0.9469], [-0.5672, -2.1251, 2.5734], [1.7605, -1.5733, -0.4298], [2.7581, -1.2831, -1.1086], [3.0229, -0.1209, -1.4775], [3.4649, -2.0866, -1.4024], [2.1069, 0.8371, 1.8627], [3.3931, 1.7966, 1.4767], [4.3364, 2.4440, 1.3263], [-0.5747, 5.5935, -1.3498], [-0.2274, 4.7925, 0.1871], [0.2314, 3.3531, -0.0408], [1.2874, 3.1438, -0.6747], [-0.4434, 2.4331, 0.4603], [-1.1415, 4.7977, 0.7807], [0.5687, 5.3606, 0.6720]],
  "e_homo_ev": [-6.2, -6.2],
  "max_force_ev_per_a": 2.7,
  "gap_ev": [7.2, 7.2],
  "multiplicity": 1,
  "e_above_lowest_kj_mol": 251.5,
  "total_charge": -1,
  "energy_ev": -121536.08884
}